Molecular formula: C3H7NO2
Method: DFT, ωB97M-V/def2-TZVPD

ORCA input file:
```
! RIJCOSX wB97M-V def2-TZVPD def2/J DEFGRID3
* xyz 0 1
C 1.49462 0.53509 -0.36495
C 0.42576 -0.51315 -0.68517
N -0.64444 -0.51577 0.25751
O -0.20427 -0.77025 1.55828
C -1.80585 0.11168 0.19594
O -2.47003 0.38098 1.19459
H 1.08500 1.54498 -0.44346
H 2.30916 0.45650 -1.11809
H 1.92984 0.44634 0.65888
H -0.02901 -0.31339 -1.69380
H 0.83584 -1.51681 -0.76364
H -0.86297 -0.21408 2.06933
H -2.06365 0.36789 -0.86543
*
```

Values from the calculation:
* E: -8808.079 eV
* HOMO energy: -9.409 eV
* relative energy (zero: lowest compared OMol25 entry of this formula, charge and spin): 56.5 kcal per mole



Molecular formula: C3H7NO2
Method: DFT, ωB97M-V/def2-TZVPD

ORCA input file:
```
! RIJCOSX wB97M-V def2-TZVPD def2/J DEFGRID3
* xyz 0 1
N 0.30234 1.70161 -0.65561
C 0.62292 0.77611 0.40109
O -0.56280 0.32190 1.03412
C -0.85418 -0.98401 0.54328
C 0.21660 -1.20559 -0.52944
O 1.26503 -0.37613 -0.07533
H -0.70019 1.72036 -0.79624
H 0.60097 2.64506 -0.44548
H 1.30510 1.23117 1.12714
H -0.77560 -1.71337 1.35890
H -1.87445 -1.00560 0.14510
H 0.58093 -2.23223 -0.58674
H -0.12665 -0.87928 -1.52080
*
```

Values from the calculation:
* E: -8808.993 eV
* HOMO energy: -9.630 eV
* relative energy (zero: lowest compared OMol25 entry of this formula, charge and spin): 35.4 kcal per mole



Molecular formula: C3H7NO2
Method: DFT, ωB97M-V/def2-TZVPD

ORCA input file:
```
! RIJCOSX wB97M-V def2-TZVPD def2/J DEFGRID3
* xyz 0 1
N -1.06638 -1.15798 -0.78561
C -1.05249 0.21352 -0.77890
O -1.98119 0.83356 -1.26459
C 0.06013 0.98887 -0.08132
C 1.18333 0.28353 0.66604
O 0.71266 -0.48192 1.76027
H -0.26546 -1.75685 -0.68095
H -1.88403 -1.55749 -1.22339
H -0.47986 1.61655 0.63615
H 0.48052 1.68102 -0.82161
H 1.80955 -0.31715 -0.01047
H 1.83451 1.05831 1.08867
H 0.64871 -1.40396 1.49571
*
```

Values from the calculation:
* E: -8809.715 eV
* HOMO energy: -9.820 eV
* relative energy (zero: lowest compared OMol25 entry of this formula, charge and spin): 18.8 kcal per mole



Molecular formula: C3H7NO2
Method: DFT, ωB97M-V/def2-TZVPD

ORCA input file:
```
! RIJCOSX wB97M-V def2-TZVPD def2/J DEFGRID3
* xyz 0 1
C 1.37798 -0.80416 -0.43566
C 1.57253 0.62108 -0.08499
C -2.19916 -0.44079 0.11091
N -0.91111 1.54912 0.08976
O 0.33036 -1.28459 -0.12771
O -1.75876 0.83024 -0.51002
H 2.30983 -1.28281 -0.91871
H 1.51146 0.74855 0.99944
H 2.51275 1.02365 -0.44544
H 0.74826 1.36954 -0.34604
H -3.29442 -0.46977 -0.02965
H -2.12947 -0.25343 1.11773
H -1.64020 -1.18794 -0.23543
*
```

Values from the calculation:
* E: -8803.650 eV
* HOMO energy (spin up / spin down): -8.359 / -8.478 eV
* relative energy (zero: lowest compared OMol25 entry of this formula, charge and spin): 158.6 kcal per mole



Molecular formula: C3H7NO2
Method: DFT, ωB97M-V/def2-TZVPD

ORCA input file:
```
! RIJCOSX wB97M-V def2-TZVPD def2/J DEFGRID3
* xyz 0 1
O 0.70667 1.29994 -1.24530
C -0.03007 0.27751 -1.48852
C 0.11262 -0.95091 -0.76892
N -0.44356 -0.55189 1.20501
C -0.13932 0.56688 1.77050
O 0.44550 1.57680 1.21267
H 0.63003 1.46308 0.16586
H 0.47427 -0.68683 -2.18113
H -0.99335 0.40593 -2.01223
H 1.09901 -1.20094 -0.39745
H -0.60544 -1.74812 -0.93532
H -0.88419 -1.20012 1.85005
H -0.37218 0.74868 2.82478
*
```

Values from the calculation:
* E: -8806.657 eV
* HOMO energy: -9.253 eV
* relative energy (zero: lowest compared OMol25 entry of this formula, charge and spin): 89.3 kcal per mole



Molecular formula: C3H7NO2
Method: DFT, ωB97M-V/def2-TZVPD

ORCA input file:
```
! RIJCOSX wB97M-V def2-TZVPD def2/J DEFGRID3
* xyz 1 2
C -1.83403 -0.70435 0.60639
C -2.05204 0.51519 -0.04912
O -1.31732 0.82516 -1.09631
H -0.97121 -1.36139 0.43439
H -2.54566 -1.18203 1.28241
H -2.97609 1.19848 0.08935
H -1.68104 1.68036 -1.38687
C 1.48099 -0.47019 0.06107
N 2.57573 0.19207 -0.44087
O 1.01372 -0.57175 1.17384
H 0.83448 -0.76271 -0.80349
H 3.46998 0.30847 0.02425
H 2.29399 0.89402 -1.13326
*
```

Values from the calculation:
* E: -8799.292 eV
* HOMO energy (spin up / spin down): -14.036 / -14.019 eV
* relative energy (zero: lowest compared OMol25 entry of this formula, charge and spin): 39.7 kcal per mole